a:
# C4H9NO3

The molecule C4H9NO3 (wB97M-V/def2-TZVPD, the OMol25 dataset).

Output
HOMO-LUMO gap (eV): 9.554
LUMO level (Ha): 0.016
Total charge: 0
Spin multiplicity: 1

Cartesian coordinates (Å):
C: 1.484 -0.684 0.579
C: 0.432 -1.034 -1.721
C: 0.475 -0.274 -0.438
N: -0.028 0.989 -0.407
H: -0.499 1.269 -1.261
H: -0.572 -1.461 -1.787
H: 0.565 -0.367 -2.576
H: 1.382 -0.113 1.495
H: 2.471 -0.494 0.136
H: 1.404 -1.751 0.780
H: 1.161 -1.841 -1.766
C: -1.097 0.744 0.692
O: -2.263 1.406 0.294
O: -0.625 1.333 1.893
O: -1.188 -0.575 0.684
H: -2.352 2.201 0.835
H: -0.750 0.653 2.568

These are the natural (NBO) partial charges, in e, on atoms 1 to 5:
1 C -0.682
2 C -0.716
3 C 0.623
4 N -0.695
5 H 0.381

b:
# C4H9NO3

A structure of composition C4H9NO3 (wB97M-V/def2-TZVPD, the OMol25 dataset).

Output
HOMO-LUMO gap (eV): 8.999
LUMO level (Ha): -0.007
Total charge: 0
Spin multiplicity: 1

Cartesian coordinates (Å):
C: -2.566 0.490 0.129
C: -0.824 -1.093 -0.155
C: 2.290 -0.443 0.383
C: 2.188 0.845 -0.480
H: -2.937 1.846 -0.524
H: -2.829 0.731 1.648
H: -3.042 -0.680 -0.520
H: -1.121 -1.914 0.689
H: -1.358 -1.551 -1.026
H: 3.080 -0.445 1.294
H: 2.037 0.338 -1.449
H: 3.034 1.271 -0.183
H: 0.056 1.132 0.300
N: 1.401 -1.272 0.571
O: -0.997 0.357 0.055
O: 0.501 -1.295 -0.716
O: 1.086 1.682 -0.018

These are the natural (NBO) partial charges, in e, on atoms 1 to 5:
1 C -0.382
2 C 0.188
3 C 0.082
4 C -0.112
5 H 0.264

c:
# C4H9NO3

A cluster of 2 separate species, C4H9NO3 in total (wB97M-V/def2-TZVPD, the OMol25 dataset).

Output
HOMO-LUMO gap (eV): 10.306
LUMO level (Ha): 0.019
Structure (SMILES): CC(=O)NCC=O.O
Total charge: 0
Spin multiplicity: 1

Cartesian coordinates (Å):
C: -1.777 -1.604 0.012
C: -1.290 -0.239 -0.488
O: -1.677 0.216 -1.547
N: -0.399 0.466 0.280
C: 0.034 0.123 1.619
C: 1.418 -0.481 1.559
O: 1.608 -1.666 1.623
H: -2.833 -1.528 0.246
H: -1.711 -2.142 -0.942
H: -1.074 -1.929 0.765
H: 0.045 1.353 0.109
H: -0.110 1.026 2.278
H: -0.578 -0.595 2.179
H: 2.298 0.177 1.348
O: 2.319 2.168 -2.813
H: 1.405 2.036 -2.560
H: 2.324 2.621 -3.669

These are the natural (NBO) partial charges, in e, on atoms 1 to 5:
1 C -0.722
2 C 0.691
3 O -0.615
4 N -0.626
5 C -0.341

c wins, 0.0260 hartree ahead of the next structure.

a:
# C4H9NO3

A structure of composition C4H9NO3 (wB97M-V/def2-TZVPD, the OMol25 dataset).

Output
HOMO-LUMO gap (spin up / spin down) (eV): 8.286 / 8.287
LUMO level (spin up / spin down) (Ha): 0.001 / 0.001
Total charge: 0
Spin multiplicity: 1

Cartesian coordinates (Å):
C: -1.073 0.581 -0.618
C: 1.092 -0.154 1.434
C: -1.999 1.033 0.442
N: 0.000 -1.003 -1.796
C: 1.682 -0.557 -0.868
O: -1.024 -0.660 -0.898
O: 1.130 0.375 0.109
O: 2.207 -1.592 -0.509
H: 0.005 -2.023 -1.735
H: -0.604 1.287 -1.294
H: 2.026 0.072 -1.697
H: 0.816 0.668 2.092
H: 2.072 -0.545 1.708
H: 0.365 -0.968 1.512
H: -1.492 1.757 1.081
H: -2.345 0.193 1.041
H: -2.860 1.537 -0.004

These are the natural (NBO) partial charges, in e, on atoms 1 to 5:
1 C 0.427
2 C -0.270
3 C -0.707
4 N -0.495
5 C 0.600

b:
# C4H9NO3

The molecule C4H9NO3 (wB97M-V/def2-TZVPD, the OMol25 dataset).

Output
HOMO-LUMO gap (eV): 4.951
LUMO level (Ha): -0.170
Total charge: 0
Spin multiplicity: 1

Cartesian coordinates (Å):
C: 0.109 0.649 -1.505
C: -0.437 0.671 -0.048
C: -1.955 0.507 -0.097
O: -2.254 -0.491 -0.924
N: 0.017 -0.534 0.754
C: 1.626 -0.494 1.146
O: 2.459 0.024 0.304
O: 1.777 -1.915 1.375
H: 0.386 1.653 -1.916
H: 0.985 -0.013 -1.443
H: -0.740 0.066 -2.110
H: -0.326 1.507 0.588
H: -2.360 1.535 -0.278
H: -2.298 0.306 0.928
H: 2.205 -2.300 0.588
H: -0.737 -1.213 0.492
H: 1.542 0.042 2.146

These are the natural (NBO) partial charges, in e, on atoms 1 to 5:
1 C -0.640
2 C -0.048
3 C -0.111
4 O -0.464
5 N -0.296

a wins, 0.1299 hartree ahead of the next structure.

a:
# C4H9NO3

A cluster of 2 separate species, C4H9NO3 in total (wB97M-V/def2-TZVPD, the OMol25 dataset).

Output
HOMO-LUMO gap (eV): 10.177
LUMO level (Ha): 0.017
Structure (SMILES): N[C@H](C=O)CC=O.O
Total charge: 0
Spin multiplicity: 1

Cartesian coordinates (Å):
N: 0.255 -1.114 1.069
C: 0.885 -0.043 0.426
C: 1.557 1.025 1.332
O: 1.768 0.699 2.531
C: -0.130 0.771 -0.362
C: -0.251 0.322 -1.966
O: -0.654 1.076 -2.753
H: 0.270 -1.006 2.106
H: 0.944 -1.926 0.967
H: 1.752 -0.292 -0.266
H: 2.040 1.893 0.929
H: -1.118 0.908 0.043
H: 0.234 1.893 -0.467
H: 0.139 -0.718 -2.071
O: -2.866 -1.119 -0.279
H: -2.760 -1.078 -1.307
H: -2.065 -1.289 0.068

These are the natural (NBO) partial charges, in e, on atoms 1 to 5:
1 N -0.848
2 C -0.166
3 C 0.411
4 O -0.539
5 C -0.529

b:
# C4H9NO3

A cluster of 3 separate species, C4H9NO3 in total (wB97M-V/def2-TZVPD, the OMol25 dataset).

Output
HOMO-LUMO gap (eV): 5.222
LUMO level (Ha): -0.120
Total charge: 0
Spin multiplicity: 1

Cartesian coordinates (Å):
C: -0.027 -0.985 1.816
N: -0.767 -0.130 -0.067
C: -0.326 1.226 -0.058
C: 0.039 -1.079 0.320
C: 0.378 -2.152 -0.595
O: 0.112 -0.081 -2.246
O: -0.570 -1.796 2.474
H: 0.466 -0.111 2.279
H: 0.762 1.279 -0.036
H: -0.625 1.801 -0.933
H: -0.577 1.878 0.914
H: 1.436 -2.179 -0.859
H: -0.117 -1.799 -1.498
H: 0.005 -3.156 -0.350
H: -0.024 4.067 0.899
H: -0.392 0.080 -3.065
O: 0.227 3.138 1.005

These are the natural (NBO) partial charges, in e, on atoms 1 to 5:
1 C 0.368
2 N -0.129
3 C -0.417
4 C 0.425
5 C -0.734

c:
# C4H9NO3

A cluster of 2 separate species, C4H9NO3 in total (wB97M-V/def2-TZVPD, the OMol25 dataset).

Output
HOMO-LUMO gap (eV): 11.052
LUMO level (Ha): 0.022
Structure (SMILES): CCC(=O)NC=O.O
Total charge: 0
Spin multiplicity: 1

Cartesian coordinates (Å):
C: -0.719 1.218 1.849
C: 0.176 0.108 1.322
C: 0.387 0.021 -0.164
O: 0.376 -1.048 -0.733
N: 0.563 1.158 -0.973
C: 0.261 2.498 -0.834
O: 0.289 3.229 -1.795
H: -0.205 2.014 2.382
H: -1.438 1.625 1.148
H: -1.383 0.804 2.620
H: 1.128 0.094 1.855
H: -0.248 -0.859 1.578
H: 0.630 0.874 -1.944
H: 0.020 2.902 0.143
O: -0.124 -5.026 -2.492
H: -0.104 -4.124 -2.147
H: 0.391 -5.489 -1.816

These are the natural (NBO) partial charges, in e, on atoms 1 to 5:
1 C -0.631
2 C -0.520
3 C 0.703
4 O -0.577
5 N -0.660

c wins, 0.0876 hartree ahead of the next structure.

a:
# C4H9NO3

The molecule C4H9NO3 (wB97M-V/def2-TZVPD, the OMol25 dataset).

Output
HOMO-LUMO gap (eV): 8.005
LUMO level (Ha): 0.018
Total charge: 0
Spin multiplicity: 1

Cartesian coordinates (Å):
C: 0.621 -0.912 -0.345
C: 1.776 -0.176 -1.028
C: -1.528 0.231 -0.212
C: -0.333 0.041 0.323
N: 0.166 0.768 1.444
O: -2.510 1.365 0.548
O: -2.385 -0.115 -1.082
O: 1.109 -1.790 0.687
H: -3.057 0.916 -0.344
H: -2.167 2.252 0.349
H: 1.833 -2.311 0.325
H: 0.062 -1.487 -1.091
H: 0.810 0.174 1.956
H: -0.582 1.028 2.076
H: 2.314 0.441 -0.308
H: 1.394 0.464 -1.823
H: 2.477 -0.888 -1.473

These are the natural (NBO) partial charges, in e, on atoms 1 to 5:
1 C 0.089
2 C -0.631
3 C 0.586
4 C -0.079
5 N -0.826

b:
# C4H9NO3

A structure of composition C4H9NO3 (wB97M-V/def2-TZVPD, the OMol25 dataset).

Output
HOMO-LUMO gap (eV): 3.935
LUMO level (Ha): -0.148
Total charge: 0
Spin multiplicity: 1

Cartesian coordinates (Å):
C: -0.458 1.352 -0.172
N: 0.460 0.388 -0.533
C: 1.339 -0.206 0.458
C: 0.049 -0.440 -1.557
C: -1.227 -0.877 -1.589
O: -1.589 -1.720 0.694
O: -1.304 1.726 -0.948
H: -0.360 1.703 0.856
H: 0.885 -1.073 0.938
H: 2.285 -0.429 0.003
H: 1.521 0.628 1.263
H: -1.810 -1.027 -2.488
H: 0.868 -0.852 -2.143
H: -1.535 -1.363 -0.306
H: 1.936 2.245 2.623
H: -2.434 -2.045 1.028
O: 1.374 1.989 1.872

These are the natural (NBO) partial charges, in e, on atoms 1 to 5:
1 C 0.542
2 N -0.402
3 C -0.449
4 C 0.004
5 C 0.007

a wins, 0.2221 hartree ahead of the next structure.

a:
# C5H37NO14

A cluster of 14 separate species, C5H37NO14 in total (wB97M-V/def2-TZVPD, the OMol25 dataset).

Output
HOMO-LUMO gap (eV): 10.157
LUMO level (Ha): 0.000
Total charge: 0
Spin multiplicity: 1

Cartesian coordinates (Å):
C: -2.081 -1.082 -0.549
C: -0.627 -0.697 -0.381
N: 0.269 -1.190 0.514
C: -0.101 -2.358 1.318
C: 0.530 -2.213 2.720
C: 2.108 -2.163 2.567
O: -0.294 0.259 -1.084
H: -2.452 -1.907 0.060
H: -2.385 -1.320 -1.569
H: -2.712 -0.182 -0.426
H: 1.207 -0.901 0.725
H: 0.181 -3.280 0.754
H: -1.164 -2.585 1.414
H: 0.347 -3.098 3.345
H: 0.025 -1.316 3.069
H: 2.327 -2.542 1.584
H: 2.551 -1.185 2.768
H: 2.358 -2.808 3.402
H: 0.380 2.222 1.636
H: 0.065 3.027 0.321
O: 0.757 2.696 0.900
H: 2.037 -2.129 -0.901
H: 2.633 -3.009 -1.885
O: 2.694 -2.082 -1.620
H: 0.864 0.103 -3.979
H: 1.375 1.604 -4.261
O: 0.776 0.888 -4.522
H: 2.204 0.804 -1.686
H: 1.080 1.897 -1.091
O: 1.741 1.647 -1.743
H: -3.084 -2.235 3.342
H: -2.198 -1.008 2.939
O: -2.889 -1.606 2.637
H: 1.142 -1.828 -4.321
H: 1.509 -1.608 -2.874
O: 0.743 -1.845 -3.444
H: 2.110 3.319 -0.260
H: 2.352 3.845 -1.588
O: 2.584 4.060 -0.675
H: -0.843 1.309 4.442
H: -1.149 1.461 2.990
O: -0.522 1.023 3.584
H: -2.211 2.586 0.998
H: -1.443 1.428 0.192
O: -1.668 1.787 1.047
H: -1.392 1.512 -1.835
H: -1.337 3.191 -1.805
O: -1.695 2.367 -1.500
H: -4.881 -0.445 1.671
H: -3.918 0.761 1.487
O: -4.827 0.452 1.318
H: -2.421 1.233 -4.168
H: -0.894 1.271 -3.834
O: -1.673 0.685 -3.909
H: 4.524 0.951 0.696
H: 3.236 0.166 0.614
O: 4.154 0.068 0.859

These are the natural (NBO) partial charges, in e, on atoms 1 to 5:
1 C -0.738
2 C 0.702
3 N -0.640
4 C -0.238
5 C -0.418

b:
# C5H37NO14

A cluster of 14 separate species, C5H37NO14 in total (wB97M-V/def2-TZVPD, the OMol25 dataset).

Output
HOMO-LUMO gap (eV): 10.612
LUMO level (Ha): 0.006
Total charge: 0
Spin multiplicity: 1

Cartesian coordinates (Å):
C: -1.647 -1.105 -1.174
C: -0.665 -1.652 -0.192
C: 0.388 -0.547 0.187
C: -0.097 0.735 0.779
C: 0.218 0.779 2.246
N: -0.829 0.369 3.067
O: 1.245 1.234 2.720
H: -2.685 -1.291 -1.003
H: -1.579 -1.574 -2.149
H: -1.532 -0.128 -1.226
H: -1.243 -2.029 0.655
H: -0.201 -2.484 -0.643
H: 1.158 -0.971 0.690
H: 0.824 -0.324 -0.780
H: 0.411 1.556 0.379
H: -1.244 0.663 0.622
H: -0.607 0.337 4.004
H: -1.643 -0.130 2.704
H: 2.130 0.070 -2.537
H: 3.249 0.885 -1.938
O: 2.532 0.941 -2.560
H: 2.913 0.301 2.466
H: 3.535 1.537 1.861
O: 3.639 0.570 1.982
H: -3.015 2.358 1.372
H: -2.166 3.602 1.219
O: -3.107 3.260 1.215
H: -2.539 1.104 -2.535
H: -1.074 1.613 -2.692
O: -1.682 0.929 -3.018
H: 4.555 0.679 0.314
H: 3.931 -0.621 -0.026
O: 4.044 0.283 -0.368
H: -1.136 -2.171 2.434
H: -2.607 -2.684 2.302
O: -2.042 -2.104 2.681
H: 1.711 0.164 3.943
H: 2.064 -1.402 4.229
O: 1.387 -0.725 4.303
H: 0.773 2.973 -3.178
H: 0.846 1.721 -2.399
O: 0.309 2.489 -2.577
H: 1.372 -1.642 -3.836
H: 0.350 -1.105 -2.683
O: 1.151 -1.343 -2.945
H: -1.707 3.969 -0.606
H: -0.405 3.108 -0.999
O: -1.054 3.357 -0.330
H: -2.053 -2.229 -3.718
H: -1.425 -0.746 -4.097
O: -1.268 -1.808 -3.920
H: -2.941 -0.227 1.579
H: -4.173 -0.110 2.486
O: -3.855 -0.548 1.638
H: 3.135 -3.003 0.388
H: 2.007 -3.254 -0.545
O: 2.346 -3.627 0.209

These are the natural (NBO) partial charges, in e, on atoms 1 to 5:
1 C -0.665
2 C -0.414
3 C -0.392
4 C -0.502
5 C 0.740

a wins, 0.0723 hartree ahead of the next structure.